The following is a DFT calculation (the ωB97M-V functional and the def2-TZVPD basis) of a cluster of 2 separate species, C6H14NO in total.

Computed properties:
- orbital gap (Eh) = 0.339
- DFT total energy (eV) = -9978.496
- HOMO level (eV) = -12.851
- charge = +1

CARTESIAN COORDINATES (ANGSTROEM)
O1 -0.856 0.245 3.142
N1 0.710 -0.715 -2.344
C1 -0.315 -0.764 2.780
C2 -0.089 2.929 -1.453
C3 -0.079 1.413 -1.424
C4 0.532 -1.961 0.691
C5 -0.673 -1.512 1.515
C6 0.529 0.741 -2.395
H1 -1.316 -0.838 0.951
H2 -0.061 3.281 -0.421
H3 0.160 -1.280 -2.996
H4 0.409 -1.253 3.452
H5 -0.355 0.924 -0.492
H6 1.700 -0.941 -2.474
H7 0.698 3.286 -2.103
H8 0.257 -2.475 -0.231
H9 -1.097 3.264 -1.716
H10 1.135 -1.100 0.349
H11 1.247 -2.548 1.263
H12 1.056 1.255 -3.184
H13 0.495 -1.019 -1.376
H14 -1.235 -2.371 1.892

Cartesian forces (eV/Å) of the 3 atoms listed first:
0.07 0.08 -0.38
0.33 -0.17 0.91
-0.14 -0.07 0.43

Results of the Löwdin charge analysis, in e, for atoms 1 through 8:
1. O 0.07
2. N 0.19
3. C -0.28
4. C -0.05
5. C -0.09
6. C -0.11
7. C -0.19
8. C -0.10

***

The following is a DFT calculation (the ωB97M-V functional and the def2-TZVPD basis) of a structure of composition C34H54N6O8P2PbS.

Computed properties:
- orbital gap (spin up / spin down) (Eh) = 0.216 / 0.216
- DFT total energy (eV) = -96111.552
- HOMO level (spin up / spin down) (eV) = -1.798 / -1.801
- charge = -2

CARTESIAN COORDINATES (ANGSTROEM)
Pb1 0.515 0.366 1.501
S1 0.749 -0.768 -1.538
P1 -2.325 -2.405 0.232
P2 0.465 -5.356 -0.316
O1 1.637 -0.377 5.684
O2 0.221 1.181 3.760
O3 4.615 -0.547 3.115
O4 0.870 -3.836 2.806
O5 -0.128 2.806 1.018
O6 -2.124 2.089 0.185
O7 -2.031 2.270 -1.301
O8 0.137 -1.753 2.542
N1 2.548 0.533 -2.949
N2 2.640 -0.881 1.923
N3 0.231 1.474 -2.814
N4 -2.402 3.063 2.431
N5 2.781 1.598 0.907
N6 -2.338 1.984 2.895
C1 -1.812 0.655 4.846
C2 -2.512 0.086 5.915
C3 3.714 1.337 2.013
C4 3.006 0.448 -4.356
C5 1.107 -2.603 2.653
C6 2.392 -0.722 -5.172
C7 -2.173 3.327 -5.966
C8 -0.397 0.560 4.714
C9 -1.816 -0.576 6.853
C10 -1.134 -4.906 0.500
C11 -3.875 -2.563 1.305
C12 -2.648 1.086 3.817
C13 -1.276 6.884 0.803
C14 -2.401 7.219 0.138
C15 3.113 -2.099 -5.103
C16 -0.421 -0.602 6.846
C17 3.034 -2.855 -3.751
C18 0.045 2.840 -4.782
C19 -1.380 3.435 -4.643
C20 2.547 0.732 5.809
C21 -0.184 -6.488 -1.603
C22 3.652 -0.180 2.399
C23 -3.079 -1.726 -1.265
C24 2.570 -2.198 2.524
C25 -0.843 5.592 0.905
C26 -1.238 3.097 0.658
C27 -2.043 -4.104 -0.406
C28 -3.290 6.212 -0.201
C29 0.724 2.684 -3.467
C30 -2.970 4.847 -0.024
C31 1.171 0.552 -2.541
C32 1.066 -6.529 0.996
C33 0.315 -0.150 5.766
C34 -1.664 4.586 0.426
H1 2.965 -2.103 3.584
H2 2.105 -2.617 -3.173
H3 2.110 1.652 5.401
H4 2.317 -0.356 -6.193
H5 0.281 -7.207 1.357
H6 -4.225 6.434 -0.682
H7 2.734 2.604 0.604
H8 4.190 -1.951 -5.266
H9 -1.906 2.907 -3.810
H10 1.397 -5.945 1.810
H11 0.633 3.482 -5.503
H12 -3.010 -4.609 -0.663
H13 -3.224 3.423 -5.689
H14 -0.617 7.677 1.146
H15 -2.078 2.298 -6.388
H16 2.795 0.871 6.904
H17 -1.234 1.750 -1.622
H18 2.800 -2.702 -6.008
H19 3.052 1.069 0.071
H20 3.579 1.923 2.943
H21 0.142 5.361 1.252
H22 -3.594 0.224 5.945
H23 -3.714 0.807 3.881
H24 -3.562 3.945 -0.334
H25 -1.625 -5.859 0.804
H26 4.771 1.383 1.677
H27 -4.436 -1.651 1.158
H28 -4.463 -3.468 1.079
H29 1.802 2.645 -3.622
H30 -2.283 -1.159 7.612
H31 1.400 -0.871 -4.811
H32 -3.640 -2.661 2.350
H33 2.968 -3.952 -3.884
H34 -3.688 -2.451 -1.827
H35 -0.043 1.860 -5.258
H36 -0.869 -5.869 -2.230
H37 -2.257 -1.440 -1.950
H38 -0.765 -7.285 -1.126
H39 3.173 -2.944 2.012
H40 2.794 1.410 -4.833
H41 1.891 -7.155 0.687
H42 0.464 3.547 -2.796
H43 0.110 -0.988 7.755
H44 -1.364 4.518 -4.340
H45 -2.541 8.283 -0.057
H46 0.641 -6.906 -2.140
H47 2.990 -0.273 -2.471
H48 -1.821 4.013 -6.731
H49 3.894 -2.714 -3.094
H50 -3.604 -0.739 -1.159
H51 4.121 0.354 -4.362
H52 -0.816 -4.349 1.438
H53 3.433 0.367 5.238
H54 -1.531 -3.903 -1.374

Cartesian forces (eV/Å) of the 3 atoms listed first:
0.38 -1.86 -0.04
-0.07 -0.44 0.25
-0.26 0.57 0.90

Results of the Löwdin charge analysis, in e, for atoms 1 through 8:
1. Pb 1.39
2. S 0.49
3. P 0.88
4. P 0.86
5. O -0.10
6. O -0.23
7. O -0.08
8. O -0.09

***

The following is a DFT calculation (the ωB97M-V functional and the def2-TZVPD basis) of a structure of composition C3H3CdFO2.

Computed properties:
- orbital gap (spin up / spin down) (Eh) = 0.173 / 0.172
- DFT total energy (eV) = -14525.759
- HOMO level (spin up / spin down) (eV) = -6.687 / -6.700

CARTESIAN COORDINATES (ANGSTROEM)
Cd1 0.752 1.928 -3.088
F1 -1.830 0.029 1.430
O1 -0.420 1.158 -0.084
O2 1.149 -0.180 -0.543
C1 0.289 -0.942 0.363
C2 0.277 0.643 -1.118
C3 -0.355 0.236 1.004
H1 0.081 0.682 1.900
H2 0.403 -1.785 -0.577
H3 -0.347 -1.770 0.713

Cartesian forces (eV/Å) of the 3 atoms listed first:
0.38 0.86 -1.03
3.55 0.15 -1.10
-0.47 0.01 -0.99

Results of the Löwdin charge analysis, in e, for atoms 1 through 8:
1. Cd 0.38
2. F -0.08
3. O -0.05
4. O -0.12
5. C -0.16
6. C -0.35
7. C -0.18
8. H 0.17

***

The following is a DFT calculation (the ωB97M-V functional and the def2-TZVPD basis) of an isolated molecule of C4H6S2.

Computed properties:
- orbital gap (Eh) = 0.331
- DFT total energy (eV) = -25914.412
- HOMO level (eV) = -8.332

CARTESIAN COORDINATES (ANGSTROEM)
S1 1.755 0.605 -0.142
S2 -0.875 1.501 0.934
C1 0.706 -0.680 -0.835
C2 -0.783 -0.476 -1.030
C3 0.767 0.888 1.297
C4 -1.516 0.136 -0.086
H1 1.139 -1.061 -1.731
H2 -2.572 0.100 -0.056
H3 0.681 -0.051 1.805
H4 1.138 1.616 1.963
H5 -1.277 -1.043 -1.848
H6 0.837 -1.534 -0.272

Cartesian forces (eV/Å) of the 3 atoms listed first:
0.47 0.29 -0.83
-0.92 -1.16 -0.07
-0.55 1.09 -1.46

Results of the Löwdin charge analysis, in e, for atoms 1 through 8:
1. S 0.82
2. S 0.82
3. C -0.51
4. C -0.20
5. C -0.84
6. C -0.40
7. H 0.06
8. H 0.04

***

The following is a DFT calculation (the ωB97M-V functional and the def2-TZVPD basis) of an isolated molecule of C5H4N2.

Computed properties:
- orbital gap (Eh) = 0.370
- DFT total energy (eV) = -8227.666
- HOMO level (eV) = -9.088

CARTESIAN COORDINATES (ANGSTROEM)
N1 0.971 -0.596 0.469
N2 1.966 -0.392 -0.393
C1 -0.181 0.043 0.128
C2 1.445 0.406 -1.317
C3 -1.364 -0.132 0.902
C4 0.100 0.722 -1.044
C5 -2.335 -0.361 1.577
H1 2.053 0.715 -2.157
H2 1.117 -1.175 1.280
H3 -3.199 -0.580 2.166
H4 -0.572 1.349 -1.611

Cartesian forces (eV/Å) of the 3 atoms listed first:
-0.09 -0.07 0.15
-0.15 0.16 -0.13
0.13 -0.05 -0.08

Results of the Löwdin charge analysis, in e, for atoms 1 through 8:
1. N 0.01
2. N 0.03
3. C -0.30
4. C -0.16
5. C -0.07
6. C -0.03
7. C 0.13
8. H 0.10

***

The following is a DFT calculation (the ωB97M-V functional and the def2-TZVPD basis) of a cluster of 2 separate species, C5H8O3 in total.

Computed properties:
- orbital gap (Eh) = 0.329
- DFT total energy (eV) = -11454.324
- HOMO level (eV) = -8.456

CARTESIAN COORDINATES (ANGSTROEM)
O1 -1.380 -1.941 -0.106
O2 0.452 -0.513 -1.384
O3 -2.923 0.752 0.830
C1 -2.712 0.118 -0.373
C2 1.084 -0.161 -0.461
C3 1.892 -1.136 0.347
C4 1.057 1.329 -0.107
C5 -1.834 -0.881 -0.349
H1 2.040 1.759 -0.221
H2 0.444 1.753 -0.828
H3 1.668 -2.197 -0.006
H4 -3.165 0.430 -1.229
H5 3.014 -0.948 0.422
H6 0.923 1.549 0.955
H7 -2.104 1.194 1.086
H8 1.546 -1.109 1.427

Cartesian forces (eV/Å) of the 3 atoms listed first:
0.13 1.51 -0.50
-1.33 -1.05 -2.86
0.09 0.62 0.80

Results of the Löwdin charge analysis, in e, for atoms 1 through 8:
1. O 0.16
2. O 0.07
3. O -0.01
4. C -0.17
5. C -0.54
6. C -0.03
7. C -0.01
8. C -0.15

***

The following is a DFT calculation (the ωB97M-V functional and the def2-TZVPD basis) of a cluster of 16 separate species, C32H80N27O21 in total.

Computed properties:
- 2S+1 = 2
- orbital gap (spin up / spin down) (Eh) = 0.154 / 0.133
- DFT total energy (eV) = -117710.668
- HOMO level (spin up / spin down) (eV) = -8.312 / -7.747
- ⟨S²⟩ = 0.83

CARTESIAN COORDINATES (ANGSTROEM)
O1 -0.991 -1.133 4.303
O2 -3.610 -4.399 4.451
O3 5.720 -0.215 -0.047
O4 1.924 2.709 3.523
O5 3.679 -0.069 4.711
O6 -3.111 4.138 3.318
O7 1.018 3.467 -2.841
O8 2.871 -6.092 -2.278
O9 -0.699 -2.112 6.338
O10 -0.315 -5.315 1.036
O11 0.426 -0.305 -6.105
O12 -2.931 -0.562 -5.767
O13 -2.256 -5.483 -0.859
O14 -5.006 2.217 -2.560
O15 0.817 -5.205 -4.307
O16 3.116 3.606 -6.052
O17 -1.930 5.098 -1.089
O18 -3.910 -1.220 -1.164
O19 -1.165 0.405 -1.918
O20 -1.391 -0.028 6.192
O21 4.839 -3.752 1.907
N1 -3.203 -2.890 0.086
N2 3.163 3.868 2.071
N3 -3.202 5.100 -2.875
N4 1.370 -2.255 -5.798
N5 3.661 1.787 2.485
N6 2.456 1.611 -5.234
N7 -3.919 4.230 1.273
N8 2.857 3.681 -1.427
N9 -5.813 3.314 -0.778
N10 6.005 1.947 -0.316
N11 -2.982 -5.417 2.610
N12 -2.997 0.618 -3.907
N13 1.688 0.235 5.577
N14 -1.943 5.008 1.753
N15 -0.361 -0.122 -0.848
N16 3.821 -2.658 3.598
N17 -1.794 3.526 -2.903
N18 -5.522 1.217 -0.558
N19 1.553 2.297 -6.866
N20 -0.728 -2.164 -5.590
N21 -2.296 -3.458 3.120
N22 2.202 5.274 -2.951
N23 4.897 -1.502 2.252
N24 3.296 -0.481 6.749
N25 -3.689 -3.263 -1.999
N26 4.983 0.909 -1.830
N27 -4.828 -0.167 -4.691
C1 0.809 -2.239 -0.030
C2 0.302 -1.958 -2.445
C3 5.530 0.846 -0.689
C4 4.574 -2.740 2.530
C5 2.215 -0.433 -1.260
C6 0.580 -5.443 -3.020
C7 2.872 2.767 2.745
C8 -1.087 -5.461 -1.172
C9 -5.342 2.245 -1.364
C10 -2.243 4.609 -2.177
C11 -1.709 0.476 1.154
C12 0.682 -0.063 1.456
C13 -0.339 0.645 0.502
C14 -0.050 2.114 0.398
C15 0.959 -1.559 1.363
C16 -1.683 1.244 5.574
C17 2.456 2.588 -6.042
C18 -0.716 -5.338 -2.620
C19 -3.548 -0.074 -4.852
C20 0.775 -1.153 -1.170
C21 1.638 -5.782 -1.968
C22 -3.001 4.448 2.138
C23 -3.624 -2.377 -1.084
C24 0.075 -3.219 5.833
C25 -0.024 -5.495 -0.155
C26 1.361 -5.717 -0.667
C27 -0.855 2.305 6.153
C28 2.012 4.096 -2.426
C29 -2.990 -4.449 3.475
C30 2.954 -0.047 5.632
C31 0.384 -1.496 -5.900
C32 -1.072 -1.137 5.541
H1 -1.768 1.014 2.100
H2 6.649 2.012 0.460
H3 0.254 -2.059 2.028
H4 3.093 1.481 -4.461
H5 2.242 -1.840 -6.090
H6 1.485 -3.070 -0.234
H7 1.917 -1.802 1.822
H8 -2.582 0.770 0.571
H9 3.003 -1.186 -1.286
H10 4.604 -0.842 2.958
H11 -5.989 3.320 0.217
H12 -0.132 -2.786 -0.074
H13 0.176 2.295 5.800
H14 -3.577 1.210 -3.329
H15 -3.138 -4.052 -1.692
H16 0.916 -2.852 -2.550
H17 -1.621 -1.692 -5.596
H18 2.866 4.720 2.525
H19 -2.355 -2.632 3.699
H20 5.392 -1.212 1.420
H21 -5.415 -0.562 -5.412
H22 2.229 0.055 -2.234
H23 0.376 0.095 2.490
H24 3.703 -3.507 4.131
H25 5.000 0.011 -2.290
H26 2.155 -5.948 0.027
H27 -4.811 3.934 1.644
H28 2.748 2.738 -1.083
H29 -3.701 -2.999 -2.973
H30 -2.737 1.476 5.727
H31 3.684 1.194 3.303
H32 1.535 5.454 -3.688
H33 -2.903 -3.837 0.269
H34 0.613 -3.211 4.885
H35 -0.798 2.696 -0.140
H36 -1.144 5.264 2.314
H37 2.629 -0.499 7.507
H38 -5.961 4.067 -1.434
H39 4.807 1.795 -2.282
H40 -5.180 0.480 -4.000
H41 4.119 3.784 1.756
H42 0.902 2.348 -0.079
H43 -3.687 4.233 0.290
H44 0.397 -1.340 -3.337
H45 3.115 5.675 -2.789
H46 -2.149 3.355 -3.832
H47 -2.362 -5.426 1.813
H48 4.212 -0.897 6.836
H49 -3.400 -2.273 0.861
H50 -3.616 -6.201 2.670
H51 -6.075 1.414 0.265
H52 -0.723 -2.329 -2.457
H53 -1.185 3.264 5.753
H54 -3.790 5.838 -2.514
H55 3.832 -1.784 4.103
H56 5.862 2.599 -1.073
H57 -1.657 1.211 4.485
H58 -5.058 0.351 -0.792
H59 -2.040 5.243 0.775
H60 1.270 -3.230 -5.553
H61 -0.876 2.071 7.218
H62 4.484 2.031 1.953
H63 -1.508 -5.164 -3.333
H64 2.585 0.243 -0.489
H65 1.317 3.035 -7.513
H66 1.132 0.392 6.406
H67 1.100 0.300 4.759
H68 -1.941 -0.557 1.416
H69 0.926 -3.332 6.506
H70 1.634 0.446 1.302
H71 -3.390 4.619 -3.743
H72 -0.836 3.255 -2.731
H73 -1.636 -3.728 2.406
H74 1.324 1.314 -6.890
H75 1.583 1.105 -5.190
H76 0.102 2.626 1.348
H77 -0.747 -3.172 -5.665
H78 -1.989 0.646 -3.952
H79 3.375 4.456 -1.039
H80 -0.536 -4.118 5.752

Cartesian forces (eV/Å) of the 3 atoms listed first:
-0.18 -0.54 1.57
-4.52 -0.58 6.42
-0.52 0.87 -1.00

Results of the Löwdin charge analysis, in e, for atoms 1 through 8:
1. O 0.04
2. O 0.09
3. O 0.00
4. O 0.03
5. O 0.04
6. O -0.01
7. O -0.03
8. O 0.08

***

The following is a DFT calculation (the ωB97M-V functional and the def2-TZVPD basis) of a structure of composition C30H27N7OZn.

Computed properties:
- orbital gap (spin up / spin down) (Eh) = 0.198 / 0.222
- DFT total energy (eV) = -92425.426
- HOMO level (spin up / spin down) (eV) = -5.829 / -6.218

CARTESIAN COORDINATES (ANGSTROEM)
Zn1 2.202 0.106 1.570
O1 -0.746 0.727 -2.284
N1 2.864 -1.464 1.108
N2 -2.734 1.694 -2.985
N3 0.612 1.074 1.657
N4 3.994 0.359 2.102
N5 0.704 -1.011 1.932
N6 3.971 -1.896 1.492
N7 -2.062 1.933 -0.819
C1 5.863 1.307 3.290
C2 6.529 0.088 3.240
C3 -3.040 0.678 -7.084
C4 -0.829 0.493 2.942
C5 -1.098 2.398 2.711
C6 4.604 1.390 2.715
C7 -0.213 -0.768 2.901
C8 -3.158 0.324 -8.536
C9 -0.511 -1.652 3.953
C10 4.645 -0.821 2.077
C11 -0.095 1.153 0.499
C12 -3.891 1.759 -5.086
C13 -1.728 0.845 3.954
C14 5.909 -0.997 2.627
C15 -1.412 -1.311 4.968
C16 2.228 -3.666 0.089
C17 -1.751 1.387 -2.057
C18 1.972 -2.494 0.804
C19 -2.024 -0.060 4.968
C20 -0.328 -3.108 1.072
C21 -1.933 0.245 -6.347
C22 -4.019 1.439 -6.442
C23 -1.304 1.832 0.367
C24 -2.782 1.325 -4.347
C25 0.714 -2.205 1.309
C26 0.095 1.697 2.734
C27 -1.805 0.566 -4.991
C28 -1.803 2.464 1.510
C29 1.191 -4.574 -0.123
C30 -0.086 -4.292 0.367
H1 -2.917 2.460 -0.753
H2 -4.074 0.733 -8.976
H3 3.222 -3.855 -0.294
H4 -2.714 0.211 5.758
H5 -3.184 -0.763 -8.659
H6 0.376 0.631 -0.327
H7 -0.925 0.203 -4.469
H8 6.384 -1.970 2.586
H9 -1.470 2.882 3.606
H10 -2.308 0.730 -9.094
H11 -2.740 3.012 1.484
H12 1.374 -5.490 -0.674
H13 -1.327 -2.881 1.432
H14 4.028 2.310 2.735
H15 -0.013 -2.618 3.986
H16 -4.673 2.352 -4.622
H17 -0.904 -4.986 0.198
H18 -1.155 -0.349 -6.823
H19 -4.891 1.789 -6.990
H20 7.513 -0.022 3.685
H21 6.304 2.171 3.773
H22 2.562 1.601 1.728
H23 -1.616 -2.023 5.760
H24 -3.512 2.244 -2.659
H25 -2.180 1.830 3.946
H26 0.682 1.616 3.644
H27 -0.589 1.215 2.163

Cartesian forces (eV/Å) of the 3 atoms listed first:
0.23 2.22 0.02
-0.81 0.57 0.25
-1.33 -4.58 -3.35

Results of the Löwdin charge analysis, in e, for atoms 1 through 8:
1. Zn 0.68
2. O 0.07
3. N -0.16
4. N 0.12
5. N -0.15
6. N -0.05
7. N -0.03
8. N 0.09